No. 1
Density functional theory data (the ωB97M-V functional and the def2-TZVPD basis) for C4H4N2S in the gas phase in a non-equilibrium geometry.

CARTESIAN COORDINATES (ANGSTROEM)
1 C -1.4652 0.3124 0.8655
2 C -0.3884 -0.9720 -0.4976
3 C 0.8245 -0.5368 -0.7068
4 C 1.4538 0.5739 -0.0801
5 H -2.3504 0.3204 1.5166
6 H -0.6801 -1.7134 -1.0464
7 H 1.3425 -1.0273 -1.5436
8 H 2.5022 0.5482 -0.0231
9 N -1.3953 -0.8214 0.4885
10 N 0.8904 1.4513 0.6040
11 S -0.7338 1.8647 0.4230

Cartesian forces, eV/Å:
C -4.31 5.23 3.35
C -0.59 0.73 2.66
C 1.10 0.53 -1.94
C -0.24 -1.58 0.52
H 0.34 1.52 0.70
H -1.39 -4.42 -3.65
H -0.03 0.25 0.48
H 1.57 0.08 0.09
N 3.54 -4.12 -3.07
N 0.18 2.67 0.60
S -0.17 -0.88 0.25

Values from the calculation:
- SMILES = C1=CN=CSN=C1
- ΔE to the lowest compared entry with this formula, charge and spin (kcal per mole) = 79.8
- E (hartree) = -662.39842
- strongest force on any atom (eV Å⁻¹) = 7.56
- HOMO level (eV) = -8.9
- M (g/mol) = 112.2
- spin multiplicity = 1
- LUMO level (eV) = -0.3

***

No. 2
Density functional theory data (the ωB97M-V functional and the def2-TZVPD basis) for 2 unconnected molecules or ions with the total composition C4H12 in a non-equilibrium geometry.

CARTESIAN COORDINATES (ANGSTROEM)
1 C -1.7153 -1.1604 -0.2276
2 C -1.5972 -1.9864 -1.4880
3 H -2.4382 -0.3378 -0.2547
4 H -1.9304 -1.7857 0.6358
5 H -0.7947 -0.6142 -0.0113
6 H -2.5263 -2.2850 -1.9638
7 H -1.0485 -1.4697 -2.2843
8 H -0.9736 -2.8607 -1.3006
9 C 1.0111 1.1180 0.7990
10 C 2.2263 2.0160 0.8992
11 H 0.4984 1.0542 1.7632
12 H 0.2767 1.4246 0.0694
13 H 1.3612 0.1039 0.5957
14 H 2.6136 2.2668 -0.0813
15 H 3.0405 1.5526 1.4560
16 H 1.9964 2.9638 1.3933

Cartesian forces, eV/Å:
C 0.06 0.75 0.35
C 0.75 0.13 -0.76
H -0.30 -0.40 -0.25
H -0.15 0.02 0.08
H 0.18 -0.42 -0.03
H -0.26 -0.18 0.35
H -0.10 0.27 0.17
H -0.25 -0.23 0.07
C 0.34 -0.57 0.85
C 0.03 0.61 0.05
H -0.02 0.05 -0.05
H -0.03 0.14 -0.33
H -0.28 -0.03 -0.30
H 0.13 0.00 -0.24
H -0.08 -0.08 0.06
H -0.01 -0.05 -0.03

Values from the calculation:
- SMILES = CC.CC
- ΔE to the lowest compared entry with this formula, charge and spin (kcal per mole) = 3.6
- E (hartree) = -159.57917
- strongest force on any atom (eV Å⁻¹) = 1.08
- HOMO level (eV) = -11.6
- M (g/mol) = 60.1
- spin multiplicity = 1
- LUMO level (eV) = 1.1

***

No. 3
Density functional theory data (the ωB97M-V functional and the def2-TZVPD basis) for 2 unconnected molecules or ions with the total composition C27H33N4O in a non-equilibrium geometry.

CARTESIAN COORDINATES (ANGSTROEM)
1 C 3.5734 -2.0198 -2.1896
2 N 2.8365 -1.5649 -1.0258
3 C 3.5286 -1.1911 0.1080
4 O 4.7189 -1.3083 0.3172
5 C 2.5280 -0.5016 1.0154
6 C 3.0000 0.9294 1.2807
7 C 3.1669 1.7099 0.0052
8 C 4.3317 1.6067 -0.7416
9 C 4.4735 2.2810 -1.9376
10 C 3.4406 3.0655 -2.4065
11 C 2.2643 3.1588 -1.6916
12 C 2.1303 2.4810 -0.4965
13 N 1.2153 -0.5305 0.3073
14 C 0.0972 0.0789 0.8058
15 C -1.0622 0.2830 0.0794
16 C -2.3197 0.3417 0.6575
17 C -3.5521 0.1872 -0.0416
18 C -4.7217 -0.1563 0.6652
19 C -5.9064 -0.3928 0.0083
20 C -5.9705 -0.2791 -1.3706
21 C -4.8401 0.0717 -2.0884
22 C -3.6465 0.2944 -1.4422
23 C 1.3772 -1.2924 -0.9657
24 C 0.5452 -2.6131 -1.0527
25 C 1.0982 -3.6110 -0.0297
26 C 0.6630 -3.1906 -2.4719
27 C -0.9492 -2.3980 -0.7650
28 H 4.5824 -1.6130 -2.1497
29 H 3.6424 -3.1058 -2.1890
30 H 3.0994 -1.6766 -3.1078
31 H 2.4229 -1.0746 1.9461
32 H 2.2979 1.4456 1.9436
33 H 3.9574 0.8941 1.8133
34 H 5.1143 0.9589 -0.3860
35 H 5.3888 2.1959 -2.5029
36 H 3.5509 3.5997 -3.3350
37 H 1.4525 3.7642 -2.0637
38 H 1.2093 2.5308 0.0569
39 H 0.0906 0.2761 1.8623
40 H -0.9829 0.2362 -0.9898
41 H -2.3716 0.3800 1.7300
42 H -4.6660 -0.2788 1.7332
43 H -6.7839 -0.6892 0.5612
44 H -6.9018 -0.4592 -1.8829
45 H -4.8997 0.1644 -3.1613
46 H -2.7756 0.5679 -2.0086
47 H 1.1134 -0.6249 -1.7883
48 H 1.0087 -3.2148 0.9810
49 H 0.5588 -4.5577 -0.0739
50 H 2.1524 -3.8119 -0.2136
51 H 0.4238 -2.4347 -3.2196
52 H 1.6656 -3.5582 -2.6701
53 H -0.0219 -4.0262 -2.6122
54 H -1.3903 -1.6868 -1.4622
55 H -1.5077 -3.3282 -0.8688
56 H -1.1048 -2.0451 0.2535
57 N -2.1256 1.7306 3.6061
58 C -2.5238 1.7412 4.8572
59 N -2.7926 3.0198 5.2871
60 C -2.5431 3.8368 4.2260
61 C -2.1372 3.0146 3.1986
62 H -2.6209 0.8486 5.4618
63 H -3.0984 3.3040 6.2213
64 H -2.6437 4.9126 4.2134
65 H -1.8603 3.3240 2.1999

Cartesian forces, eV/Å:
C -0.11 -0.06 -0.10
N -0.10 0.92 1.17
C -0.66 -0.28 -0.95
O -0.87 -0.03 -0.08
C -0.45 0.03 1.08
C 0.16 0.36 0.27
C -0.09 -0.10 -0.16
C 0.17 -0.18 0.16
C 0.13 -0.04 -0.02
C 0.00 0.15 -0.30
C -0.22 0.13 -0.06
C -0.03 -0.12 0.12
N -0.75 0.53 0.87
C 2.40 -1.81 -0.90
C -1.51 0.67 -0.36
C 1.57 -0.17 -0.19
C -0.87 0.00 -0.66
C 0.62 0.11 0.08
C -0.22 -0.14 -0.04
C -0.05 0.03 0.14
C 0.06 0.04 -0.28
C 0.11 -0.02 0.40
C 0.28 -0.01 -0.62
C -0.27 -0.41 0.26
C 0.09 0.10 -0.13
C 0.25 0.17 0.10
C 0.21 -0.06 0.07
H -0.04 0.04 0.15
H 0.09 -0.06 -0.16
H -0.08 -0.03 0.04
H 0.15 0.17 -0.05
H -0.01 -0.13 -0.04
H -0.18 -0.22 -0.07
H 0.29 0.02 0.08
H 0.10 -0.02 -0.03
H 0.01 0.11 -0.16
H -0.10 0.08 -0.03
H -0.30 0.21 0.18
H 0.33 0.34 0.43
H 0.04 -0.06 -0.24
H 0.02 0.06 0.54
H 0.00 0.07 0.27
H -0.07 0.03 0.10
H -0.11 -0.03 -0.07
H 0.04 0.03 -0.11
H 0.19 0.10 -0.23
H -0.09 0.01 -0.21
H -0.06 -0.02 0.16
H -0.04 0.07 -0.02
H 0.02 -0.11 0.00
H -0.06 0.04 -0.11
H -0.03 -0.05 -0.07
H -0.05 0.03 0.14
H -0.09 -0.06 -0.03
H 0.22 -0.14 -0.08
H -0.08 -0.22 -0.14
N -0.05 -1.00 0.35
C -0.05 0.16 0.26
N 0.02 -0.71 0.26
C 0.27 0.30 -0.95
C -0.18 1.40 0.20
H -0.06 0.32 0.11
H 0.23 -0.27 -0.73
H -0.10 -0.19 0.33
H -0.02 -0.09 0.09

Values from the calculation:
- ΔE to the lowest compared entry with this formula, charge and spin (kcal per mole) = 2.4
- E (hartree) = -1342.69536
- strongest force on any atom (eV Å⁻¹) = 3.14
- HOMO level (eV) = -11.4
- M (g/mol) = 429.6
- spin multiplicity = 1
- total charge = +1
- LUMO level (eV) = -4.5

***

No. 4
Density functional theory data (the ωB97M-V functional and the def2-TZVPD basis) for C3H9N3O in the gas phase in a non-equilibrium geometry.

CARTESIAN COORDINATES (ANGSTROEM)
1 C -0.7553 0.0020 1.4595
2 N 0.4494 -0.7218 0.8954
3 C 0.5214 -0.9574 -0.5003
4 N -0.7160 -1.3016 -1.1064
5 O 1.5168 -0.6266 -1.1832
6 C -0.7836 1.4663 0.8458
7 N -0.0278 1.6503 -0.4313
8 H -1.6638 -0.6634 1.5819
9 H -0.3666 0.0813 2.5462
10 H 1.1822 -0.4058 1.4247
11 H -0.6307 -1.8679 -1.9231
12 H -1.2681 -0.5084 -1.0815
13 H -0.3452 2.2404 1.6311
14 H -1.7185 1.7449 0.5810
15 H 0.1622 2.6935 -0.5069
16 H 0.6795 1.2435 -1.1213

Cartesian forces, eV/Å:
C 2.07 -0.58 1.72
N -3.96 -1.21 -2.17
C 1.61 2.36 -0.47
N 2.03 -1.90 2.06
O -1.32 -2.11 1.58
C 3.91 -0.71 1.22
N 1.09 3.25 -1.63
H 0.81 1.13 -0.98
H -1.11 0.20 -1.48
H 2.83 0.71 0.22
H 0.00 0.46 -0.64
H -1.73 1.47 -0.58
H -0.98 -1.69 -1.37
H -3.23 0.90 -0.17
H -0.59 -1.91 0.07
H -1.44 -0.37 2.61

Values from the calculation:
- SMILES = NCCNC(N)=O
- ΔE to the lowest compared entry with this formula, charge and spin (kcal per mole) = 65.1
- E (hartree) = -359.14069
- strongest force on any atom (eV Å⁻¹) = 4.68
- HOMO level (eV) = -8.7
- M (g/mol) = 103.1
- spin multiplicity = 1
- LUMO level (eV) = 0.9

***

Please write out number 1 again, unchanged.
Density functional theory data (the ωB97M-V functional and the def2-TZVPD basis) for C4H4N2S in the gas phase in a non-equilibrium geometry.

CARTESIAN COORDINATES (ANGSTROEM)
1 C -1.4652 0.3124 0.8655
2 C -0.3884 -0.9720 -0.4976
3 C 0.8245 -0.5368 -0.7068
4 C 1.4538 0.5739 -0.0801
5 H -2.3504 0.3204 1.5166
6 H -0.6801 -1.7134 -1.0464
7 H 1.3425 -1.0273 -1.5436
8 H 2.5022 0.5482 -0.0231
9 N -1.3953 -0.8214 0.4885
10 N 0.8904 1.4513 0.6040
11 S -0.7338 1.8647 0.4230

Cartesian forces, eV/Å:
C -4.31 5.23 3.35
C -0.59 0.73 2.66
C 1.10 0.53 -1.94
C -0.24 -1.58 0.52
H 0.34 1.52 0.70
H -1.39 -4.42 -3.65
H -0.03 0.25 0.48
H 1.57 0.08 0.09
N 3.54 -4.12 -3.07
N 0.18 2.67 0.60
S -0.17 -0.88 0.25

Values from the calculation:
- SMILES = C1=CN=CSN=C1
- ΔE to the lowest compared entry with this formula, charge and spin (kcal per mole) = 79.8
- E (hartree) = -662.39842
- strongest force on any atom (eV Å⁻¹) = 7.56
- HOMO level (eV) = -8.9
- M (g/mol) = 112.2
- spin multiplicity = 1
- LUMO level (eV) = -0.3

***

Which of these has the lowest M?
C4H12

***

E of number 1 (C4H4N2S)?
-662.39842 hartree

***

Look up the LUMO level of the first one.
-0.3 eV